Here is a structure of composition C13H13N2O2OsSbSe4 from the OMol25 dataset. Energies are from wB97M-V/def2-TZVPD.

Its spin multiplicity is 5. The expectation value of S² is 6.179. The value obtained for the HOMO energy (spin up / spin down) is -14.37 / -14.41 eV. The charge is +2. For the maximum force, the calculation gives 2.2 eV Å⁻¹. Its HOMO-LUMO gap (spin up / spin down) is 6.04 / 5.18 eV. The value obtained for the electronic energy is -291135.546 eV.

Last column: Mulliken charge in e.
CARTESIAN COORDINATES (ANGSTROEM)
1 Os 0.02435 -0.33133 1.49664  0.88
2 C -3.74157 -0.88165 1.12481  -1.68
3 C -2.45747 -1.19734 1.83666  1.15
4 C -1.65974 -2.27013 1.44945  -0.47
5 C -0.48400 -2.60831 2.15226  -0.48
6 C -0.11184 -1.85937 3.27350  -0.84
7 C -0.90139 -0.75797 3.67859  -0.33
8 C -2.04207 -0.43266 2.95712  -0.59
9 H -4.55380 -1.43421 1.60499  0.36
10 H -3.71080 -1.18548 0.08039  0.41
11 H -3.98509 0.17792 1.18404  0.41
12 H -1.95684 -2.87130 0.59726  0.48
13 H 0.08856 -3.47757 1.86981  0.46
14 H 0.74275 -2.15178 3.85689  0.60
15 H -0.64265 -0.20236 4.56500  0.48
16 H -2.64621 0.40890 3.27712  0.46
17 O -0.67660 1.40780 0.84968  -0.46
18 N -0.52323 1.69559 -0.43350  -0.22
19 N 0.01234 0.77536 -1.05491  0.95
20 O 0.35825 -0.37721 -0.45356  -0.53
21 C 0.28690 0.85489 -2.48915  0.51
22 C -0.11241 1.97433 -3.20078  -0.37
23 C 0.16418 2.01696 -4.55546  -0.56
24 C 0.82393 0.96101 -5.17252  -0.50
25 C 1.20903 -0.14594 -4.43511  -0.58
26 C 0.94179 -0.20873 -3.07510  -0.39
27 H -0.62896 2.78916 -2.71167  0.46
28 H -0.14052 2.87983 -5.13243  0.41
29 H 1.03547 1.00356 -6.23446  0.41
30 H 1.71946 -0.97081 -4.91633  0.39
31 H 1.23445 -1.06695 -2.48795  0.44
32 Se 5.20382 1.99565 -0.27532  -0.14
33 Sb 4.74436 1.68383 2.06436  0.96
34 Se 5.96842 -0.11902 3.19267  -0.03
35 Se 4.31940 3.63915 3.38824  0.00
36 Se 2.09775 0.28618 2.12877  -0.07

Here is an isolated molecule of C13H13N3OS from the OMol25 dataset. Energies are from wB97M-V/def2-TZVPD.

The value obtained for the HOMO energy is -8.44 eV. The relative energy (zero: lowest compared OMol25 entry of this formula, charge and spin) is 84.67 kcal/mol. For the maximum force, the calculation gives 5.6 eV Å⁻¹. Its HOMO-LUMO gap is 8.54 eV. The value obtained for the electronic energy is -31042.918 eV.

Last column: Mulliken charge in e.
CARTESIAN COORDINATES (ANGSTROEM)
1 H 4.34779 -3.92168 -1.68987  0.24
2 N 4.24987 -3.06619 -1.24554  -0.70
3 C 3.10194 -2.75952 -0.81248  0.10
4 C 2.84274 -1.39896 -0.41306  -0.63
5 C 1.56264 -0.85830 -0.29550  0.33
6 C 1.50599 0.62274 -0.16385  1.83
7 C 1.21651 0.94274 1.32296  -1.62
8 C 2.79433 1.39505 -0.56785  -2.03
9 O 0.51818 1.24516 -0.99367  -0.56
10 N 0.32541 -1.59500 -0.32344  0.16
11 C 0.44856 -3.01665 -0.43484  0.07
12 N -0.69310 -3.65449 -0.30256  -0.71
13 C -1.50598 -2.57099 0.00683  0.02
14 C -2.89681 -2.69020 0.31349  -0.37
15 C -3.79450 -1.65102 0.33350  -0.48
16 C -3.23282 -0.36392 0.25413  -0.72
17 C -1.81137 -0.18879 0.14468  -0.66
18 C -1.01058 -1.30435 -0.04855  1.25
19 S 1.92037 -4.06812 -0.65986  -0.21
20 H 3.68804 -0.76569 -0.32736  0.33
21 H 0.74891 0.16827 1.91977  0.36
22 H 2.11006 1.29933 1.76768  0.46
23 H 0.60076 1.81390 1.43275  0.40
24 H 3.66119 1.07942 0.05554  0.51
25 H 2.68172 2.43788 -0.24070  0.39
26 H 3.11501 1.32923 -1.59873  0.42
27 H 0.41679 0.91055 -1.93304  0.38
28 H -3.33427 -3.71456 0.40490  0.31
29 H -4.87054 -1.93680 0.32605  0.34
30 H -3.86417 0.57790 0.35589  0.29
31 H -1.54007 0.79786 0.23556  0.48

Here is an isolated molecule of C13H13NOS from the OMol25 dataset. Energies are from wB97M-V/def2-TZVPD.

The value obtained for the HOMO energy is -7.78 eV. The relative energy (zero: lowest compared OMol25 entry of this formula, charge and spin) is 28.57 kcal/mol. For the maximum force, the calculation gives 3.0 eV Å⁻¹. Its HOMO-LUMO gap is 7.37 eV. The value obtained for the electronic energy is -28064.149 eV.

Last column: Mulliken charge in e.
CARTESIAN COORDINATES (ANGSTROEM)
1 C 1.06418 4.71084 0.27290  -1.45
2 C -0.06873 3.72230 0.04177  0.40
3 C -1.33702 4.22518 -0.24504  -0.70
4 C -2.35631 3.29620 -0.48489  -0.60
5 C -2.12903 1.93221 -0.41977  0.12
6 O -3.12782 1.05043 -0.63582  -0.65
7 C -0.89649 1.40201 0.00110  1.27
8 N -0.79491 0.00706 0.05348  -0.53
9 C 0.38846 -0.57363 -0.11956  -0.19
10 C 0.50591 -2.02338 0.01593  0.13
11 C -0.42245 -2.88459 0.56789  -0.49
12 C 0.06271 -4.26864 0.57691  -0.50
13 C 1.32303 -4.41385 0.04208  0.48
14 C 2.04584 -5.73899 -0.18998  -1.12
15 S 1.95298 -2.86995 -0.48257  -0.20
16 C 0.15304 2.31117 0.17855  -0.63
17 H 2.00843 4.27278 -0.11335  0.33
18 H 1.13061 4.93964 1.31244  0.32
19 H 0.85345 5.65315 -0.19755  0.38
20 H -1.50681 5.28744 -0.29248  0.38
21 H -3.37891 3.64797 -0.72463  0.35
22 H -2.70919 0.20137 -0.40185  0.42
23 H 1.27162 0.02395 -0.36930  0.29
24 H -1.37918 -2.58485 0.97996  0.45
25 H -0.54085 -5.12398 0.94350  0.32
26 H 1.40785 -6.56703 -0.06013  0.35
27 H 2.88765 -5.81651 0.53667  0.27
28 H 2.45999 -5.79569 -1.20312  0.32
29 H 1.13196 1.97739 0.41685  0.48

Here is a structure of composition C13H14BeIN3Se from the OMol25 dataset. Energies are from wB97M-V/def2-TZVPD.

The value obtained for the HOMO energy is -7.18 eV. The relative energy (zero: lowest compared OMol25 entry of this formula, charge and spin) is 0.00 kcal/mol. For the maximum force, the calculation gives 2.4 eV Å⁻¹. Its HOMO-LUMO gap is 5.16 eV. The value obtained for the electronic energy is -92030.003 eV.

Last column: Mulliken charge in e.
CARTESIAN COORDINATES (ANGSTROEM)
1 C 3.52951 4.14340 1.53048  -0.53
2 C 4.70231 3.24559 1.16310  -0.84
3 H 3.22595 4.75342 0.67967  0.27
4 H 3.79733 4.82199 2.34188  0.28
5 H 2.65347 3.56839 1.83463  -0.02
6 H 4.40332 2.45432 0.47578  0.25
7 H 5.49194 3.82479 0.68054  0.28
8 H 5.13583 2.77748 2.04777  0.27
9 C -2.80144 0.95760 -0.11543  0.12
10 C -3.96877 0.95794 -0.86792  -0.74
11 C -4.25106 -0.11166 -1.72901  -0.44
12 C -3.29096 -1.10999 -1.83466  -0.66
13 H -2.47618 1.82089 0.45716  0.27
14 H -4.65571 1.79594 -0.78129  0.38
15 H -5.18687 -0.19051 -2.28936  0.43
16 H -3.42230 -1.95796 -2.49618  0.28
17 N -1.93755 -0.06545 -0.13247  0.21
18 C -2.15147 -1.05752 -1.03562  0.68
19 C -1.07537 -2.01935 -1.10477  0.86
20 N -0.03663 -1.73047 -0.27991  -0.06
21 C 1.06322 -2.50995 -0.29242  0.02
22 C 0.02086 -3.99147 -1.90041  -0.42
23 C 1.11054 -3.65453 -1.08226  -0.64
24 H 1.90141 -2.16516 0.30886  0.48
25 H 2.00119 -4.27903 -1.05649  0.38
26 C -1.07716 -3.13253 -1.93805  -0.70
27 H -1.95212 -3.31361 -2.55613  0.32
28 H -0.00643 -4.90677 -2.49779  0.43
29 Be -0.49080 -0.40388 0.65139  -0.62
30 I 0.01327 2.55562 1.18387  -0.54
31 Se 0.08055 -0.05737 5.05234  -0.18
32 C -0.10800 -0.38922 3.36911  0.57
33 N -0.24187 -0.63094 2.21359  -0.39

electronic energy of number 2 (C13H13N3OS)? -31042.918 eV